The following is a quantum chemistry calculation of the molecule C5H6Se at a distorted geometry, from the Open Molecules 2025 dataset.

Geometry (Å):
Se (2.523, -0.010, -0.339)
C (0.581, -0.033, 0.378)
C (-0.197, 1.147, 0.111)
C (-1.359, 0.755, -0.415)
C (-1.395, -0.659, -0.502)
C (-0.244, -1.163, -0.037)
H (3.119, 0.036, 1.098)
H (1.066, -0.274, 1.322)
H (0.234, 2.184, 0.185)
H (-2.177, 1.348, -0.837)
H (-2.332, -1.155, -0.695)
H (0.180, -2.177, -0.268)

Results
E_tot   -70626.226 eV
Structure (SMILES)   [SeH]C1C=CC=C1

So, what does the natural (NBO) scheme give us? The charges, in e, come out as: number 1, Se, carries 0.039; number 2, C, carries -0.385; number 3, C, carries -0.230; number 4, C, carries -0.221; number 5, C, carries -0.233; number 6, C, carries -0.220; number 7, H, carries 0.078; number 8, H, carries 0.276; number 9, H, carries 0.230; number 10, H, carries 0.219; number 11, H, carries 0.218; number 12, H, carries 0.230